{
  "formula": "C40H112O24",
  "method": "ωB97M-V/def2-TZVPD",
  "de_lowest_kcal_mol": 0.0,
  "homo_lumo_gap_ha": 0.3425,
  "max_force_ev_per_a": 2.83,
  "energy_ha": -3396.7641,
  "homo_ev": -9.23,
  "lumo_ev": 0.09,
  "symbols": ["C", "C", "O", "C", "H", "H", "H", "H", "H", "H", "C", "C", "O", "C", "H", "H", "H", "H", "H", "H", "C", "C", "O", "C", "H", "H", "H", "H", "H", "H", "C", "C", "O", "C", "H", "H", "H", "H", "H", "H", "C", "C", "O", "C", "H", "H", "H", "H", "H", "H", "C", "C", "O", "C", "H", "H", "H", "H", "H", "H", "C", "C", "O", "C", "H", "H", "H", "H", "H", "H", "C", "C", "O", "C", "H", "H", "H", "H", "H", "H", "C", "O", "H", "H", "H", "H", "C", "O", "H", "H", "H", "H", "C", "O", "H", "H", "H", "H", "C", "O", "H", "H", "H", "H", "C", "O", "H", "H", "H", "H", "C", "O", "H", "H", "H", "H", "C", "O", "H", "H", "H", "H", "C", "O", "H", "H", "H", "H", "C", "O", "H", "H", "H", "H", "C", "O", "H", "H", "H", "H", "C", "O", "H", "H", "H", "H", "C", "O", "H", "H", "H", "H", "C", "O", "H", "H", "H", "H", "C", "O", "H", "H", "H", "H", "C", "O", "H", "H", "H", "H", "C", "O", "H", "H", "H", "H"],
  "coordinates": [[0.341, -3.160, -6.611], [0.723, -3.809, -5.275], [0.237, -4.836, -4.906], [1.714, -3.076, -4.429], [-0.072, -3.898, -7.292], [1.170, -2.590, -7.050], [-0.498, -2.485, -6.413], [1.723, -3.595, -3.466], [1.408, -2.022, -4.321], [2.724, -3.045, -4.864], [1.927, 1.302, -5.154], [1.101, 0.762, -6.294], [1.585, 0.195, -7.241], [-0.373, 1.091, -6.217], [2.968, 0.952, -5.242], [1.489, 1.010, -4.177], [1.954, 2.390, -5.291], [-0.949, 0.779, -7.116], [-0.598, 2.162, -5.989], [-0.797, 0.484, -5.377], [2.235, -0.814, 4.617], [2.683, -1.351, 3.286], [2.623, -2.521, 3.000], [3.460, -0.356, 2.479], [1.894, -1.637, 5.215], [1.455, -0.038, 4.510], [3.051, -0.231, 5.084], [3.341, 0.689, 2.826], [3.293, -0.472, 1.431], [4.452, -0.653, 2.714], [0.724, -4.574, 1.424], [1.738, -4.663, 0.339], [1.537, -4.337, -0.818], [3.093, -5.201, 0.639], [-0.265, -4.351, 1.021], [0.985, -3.681, 1.999], [0.863, -5.427, 2.056], [3.484, -5.115, 1.666], [3.765, -4.750, -0.096], [3.114, -6.253, 0.376], [-6.391, 0.204, 2.432], [-5.918, -0.968, 1.594], [-4.732, -1.049, 1.264], [-6.929, -2.004, 1.268], [-7.255, 0.609, 1.931], [-5.610, 0.935, 2.556], [-6.721, -0.175, 3.393], [-7.765, -1.596, 0.665], [-7.326, -2.441, 2.173], [-6.429, -2.754, 0.640], [0.442, 2.332, 6.556], [-1.041, 2.061, 6.213], [-1.942, 2.507, 6.871], [-1.223, 1.326, 4.924], [0.647, 2.106, 7.602], [0.540, 3.434, 6.517], [1.094, 1.836, 5.864], [-0.821, 0.300, 4.958], [-0.718, 1.927, 4.185], [-2.316, 1.203, 4.732], [-0.828, 4.799, -3.564], [-1.046, 4.977, -2.096], [-0.336, 4.354, -1.310], [-2.119, 5.866, -1.590], [-1.393, 3.893, -3.840], [0.236, 4.672, -3.710], [-1.228, 5.593, -4.185], [-1.717, 6.856, -1.725], [-2.188, 5.675, -0.515], [-3.089, 5.763, -2.091], [6.295, -2.601, -2.447], [6.795, -2.905, -1.048], [7.784, -3.569, -0.900], [5.939, -2.489, 0.104], [5.394, -1.986, -2.439], [6.161, -3.506, -3.025], [7.008, -1.961, -2.965], [5.396, -1.547, -0.099], [6.493, -2.428, 1.053], [5.263, -3.357, 0.193], [-2.580, -5.599, 2.610], [-3.944, -5.252, 2.330], [-2.007, -4.712, 2.889], [-2.484, -6.322, 3.444], [-2.163, -6.013, 1.685], [-4.212, -4.548, 2.957], [5.143, 4.037, -0.067], [4.337, 5.192, -0.257], [6.073, 4.093, -0.657], [5.365, 3.881, 0.988], [4.572, 3.204, -0.460], [4.894, 5.985, -0.284], [1.278, 7.045, 0.224], [2.367, 6.864, 1.155], [0.804, 6.067, -0.068], [0.512, 7.596, 0.753], [1.649, 7.544, -0.673], [2.929, 6.148, 0.857], [2.729, -0.971, -2.037], [3.352, 0.162, -1.414], [3.022, -0.919, -3.066], [3.047, -1.897, -1.593], [1.657, -0.906, -1.957], [2.784, 0.924, -1.540], [-5.948, -1.692, -2.432], [-6.772, -0.721, -1.864], [-6.416, -2.248, -3.224], [-5.010, -1.268, -2.790], [-5.689, -2.442, -1.677], [-6.214, 0.028, -1.554], [0.386, -4.611, 5.031], [-0.401, -3.578, 5.529], [1.197, -4.176, 4.468], [0.737, -5.184, 5.869], [-0.125, -5.350, 4.348], [-0.506, -2.963, 4.802], [2.524, 3.504, -2.549], [1.716, 2.432, -2.073], [3.529, 3.140, -2.606], [2.188, 3.841, -3.552], [2.437, 4.397, -1.882], [0.862, 2.811, -1.788], [2.874, 4.955, 4.282], [3.214, 3.583, 4.039], [2.066, 5.048, 4.975], [3.730, 5.519, 4.671], [2.527, 5.388, 3.343], [3.515, 3.223, 4.887], [-5.470, 2.523, -2.290], [-5.721, 1.671, -1.137], [-4.527, 2.515, -2.778], [-6.159, 2.181, -3.042], [-5.754, 3.549, -2.111], [-5.110, 1.935, -0.446], [-1.205, -5.724, -2.452], [-0.828, -4.347, -2.204], [-2.307, -5.829, -2.427], [-0.868, -6.025, -3.432], [-0.782, -6.343, -1.688], [0.065, -4.389, -1.871], [-2.088, -1.605, 3.260], [-0.686, -1.859, 3.478], [-2.697, -1.735, 4.167], [-2.277, -0.573, 2.974], [-2.546, -2.257, 2.516], [-0.243, -1.288, 2.826], [0.122, 0.006, 0.462], [0.173, 0.227, 1.830], [-0.371, -0.949, 0.294], [-0.386, 0.767, -0.160], [1.100, -0.041, -0.006], [0.403, 1.127, 2.075], [-1.738, 1.214, -2.453], [-0.739, 0.229, -2.775], [-2.298, 1.497, -3.350], [-2.475, 0.937, -1.730], [-1.281, 2.089, -2.001], [-0.932, -0.599, -2.265], [-2.611, -2.011, -0.675], [-1.367, -1.843, -1.398], [-2.921, -0.946, -0.577], [-3.349, -2.474, -1.324], [-2.516, -2.412, 0.320], [-1.089, -2.718, -1.746], [1.641, 2.919, 1.251], [1.194, 2.664, 2.548], [2.375, 3.718, 1.267], [2.161, 2.069, 0.782], [0.820, 3.280, 0.638], [1.937, 2.706, 3.212], [-2.795, 2.331, 1.319], [-3.681, 1.504, 0.559], [-3.399, 2.863, 2.006], [-1.967, 1.790, 1.780], [-2.348, 3.077, 0.638], [-3.715, 0.575, 0.875]],
  "mulliken_charge": [-1.16, 0.55, -0.57, 0.16, 0.39, 0.35, 0.19, -0.12, -0.34, 0.52, -0.47, 0.48, -0.60, -0.46, 0.32, -0.14, 0.40, 0.37, 0.21, -0.15, -0.53, 0.63, -0.61, -0.54, 0.42, -0.48, 0.48, -0.24, -0.20, 0.68, 0.30, 0.59, -0.73, -1.40, -0.24, -0.36, 0.56, 0.41, 0.23, 0.39, -1.23, 1.09, -0.42, -1.36, 0.40, 0.09, 0.43, 0.36, 0.45, 0.20, -0.61, 0.33, -0.60, 0.14, 0.45, 0.13, -0.04, -0.04, -0.02, 0.16, -0.76, 0.78, -0.33, -1.59, 0.14, 0.00, 0.54, 0.42, 0.29, 0.39, -0.66, 0.49, -0.58, -0.08, -0.04, 0.29, 0.37, 0.05, 0.41, -0.18, 0.08, -0.53, -0.35, 0.30, 0.22, 0.30, -0.30, -0.45, 0.35, 0.26, -0.12, 0.26, -0.16, -0.56, -0.21, 0.38, 0.28, 0.29, -0.38, -0.43, 0.42, 0.30, -0.03, -0.17, -0.27, -0.51, 0.39, 0.08, 0.06, 0.37, -0.14, -0.64, -0.05, 0.44, -0.06, 0.16, -0.75, 1.55, 0.37, 0.08, 0.14, -0.77, -0.45, -0.50, 0.20, 0.32, 0.11, 0.24, -0.71, -0.58, 0.20, 0.35, 0.32, 0.27, -0.77, -0.58, 0.29, 0.20, 0.30, 0.21, -0.09, 1.69, 0.61, -0.40, -0.36, -0.92, 0.41, 1.72, -0.18, -0.32, -0.21, -0.78, 0.43, 0.10, 0.30, -0.49, -0.36, 0.20, 0.10, -0.20, -0.65, 0.58, -0.11, 0.33, -0.57, -0.26, 0.25, 0.12, 0.00, 0.14, -0.03, 0.31, 0.50, -0.20, -0.29, -0.11]
}


{
  "formula": "C3H9NO",
  "method": "ωB97M-V/def2-TZVPD",
  "de_lowest_kcal_mol": 58.5,
  "smiles": "C/C=C/N.O",
  "homo_lumo_gap_ha": 0.3412,
  "max_force_ev_per_a": 5.13,
  "energy_ha": -249.6205,
  "homo_ev": -8.46,
  "lumo_ev": 0.82,
  "symbols": ["C", "C", "C", "N", "H", "H", "H", "H", "H", "H", "H", "O", "H", "H"],
  "coordinates": [[-2.992, -0.492, -0.086], [-1.565, -0.315, 0.182], [-0.897, -1.201, 1.027], [0.483, -1.414, 1.416], [-3.546, 0.192, 0.612], [-3.305, -1.533, 0.199], [-3.386, -0.199, -1.095], [-0.899, 0.577, -0.113], [-1.539, -1.932, 1.568], [0.492, -0.917, 2.333], [1.436, -1.415, 0.977], [5.578, 3.047, -2.228], [4.773, 2.778, -1.679], [5.368, 2.823, -3.111]],
  "mulliken_charge": [-0.98, 0.00, -0.31, -0.48, 0.23, 0.28, 0.32, 0.26, 0.24, 0.23, 0.22, -0.64, 0.33, 0.31]
}


{
  "formula": "C46H35CuFN6O4P",
  "method": "ωB97M-V/def2-TZVPD",
  "de_lowest_kcal_mol": 59.1,
  "homo_lumo_gap_ha": [0.1924, 0.2510],
  "max_force_ev_per_a": 1.99,
  "energy_ha": -4485.1774,
  "homo_ev": [-3.78, -5.38],
  "multiplicity": 2,
  "total_charge": -1,
  "lumo_ev": [1.46, 1.45],
  "symbols": ["Cu", "C", "C", "C", "C", "C", "C", "C", "F", "C", "C", "C", "O", "C", "C", "N", "C", "C", "O", "O", "H", "H", "H", "H", "H", "H", "H", "H", "H", "H", "H", "C", "C", "C", "C", "C", "C", "N", "N", "C", "C", "C", "C", "C", "C", "H", "H", "H", "H", "H", "H", "H", "H", "H", "O", "P", "C", "C", "C", "C", "C", "C", "C", "C", "C", "C", "C", "C", "C", "C", "C", "C", "C", "C", "H", "H", "H", "H", "H", "H", "H", "H", "H", "H", "H", "H", "H", "H", "H", "N", "C", "N", "C", "N"],
  "coordinates": [[1.025, 0.735, -0.548], [5.092, 2.353, 5.079], [3.684, 2.019, 5.570], [3.120, 3.183, 6.384], [1.756, 2.798, 6.937], [0.856, 2.395, 5.804], [-0.519, 2.510, 5.930], [-1.340, 2.210, 4.853], [-2.676, 2.341, 5.016], [-0.830, 1.812, 3.643], [0.557, 1.655, 3.509], [1.093, 1.199, 2.232], [0.337, 1.146, 1.230], [2.469, 0.836, 2.257], [3.229, 1.111, 3.352], [2.771, 1.724, 4.466], [1.411, 1.930, 4.600], [3.148, 0.045, 1.147], [4.263, -0.397, 1.394], [2.532, -0.148, 0.055], [5.662, 2.790, 5.895], [5.048, 3.071, 4.264], [5.628, 1.473, 4.739], [3.734, 1.132, 6.220], [3.029, 4.059, 5.739], [3.807, 3.426, 7.196], [1.309, 3.633, 7.481], [1.868, 1.968, 7.642], [-0.955, 2.832, 6.864], [-1.462, 1.607, 2.792], [4.263, 0.806, 3.318], [-3.747, 3.435, 0.133], [-2.973, 4.232, -0.697], [-1.763, 3.777, -1.173], [-1.292, 2.501, -0.819], [-2.082, 1.702, 0.017], [-3.293, 2.170, 0.479], [-0.099, 2.053, -1.327], [0.354, 2.651, -2.395], [1.459, 2.079, -2.886], [2.062, 2.475, -4.092], [3.131, 1.762, -4.587], [3.621, 0.651, -3.913], [3.051, 0.258, -2.702], [1.999, 0.964, -2.191], [-4.698, 3.794, 0.501], [-3.314, 5.222, -0.971], [-1.147, 4.384, -1.820], [-1.743, 0.712, 0.271], [-3.903, 1.539, 1.110], [1.655, 3.325, -4.617], [3.590, 2.069, -5.517], [4.441, 0.084, -4.327], [3.429, -0.600, -2.168], [-0.388, -0.989, -0.719], [-0.990, -1.981, -1.648], [-0.618, -3.756, -1.393], [0.118, -4.106, -0.272], [0.484, -5.426, -0.070], [0.110, -6.396, -0.985], [-0.626, -6.046, -2.105], [-0.983, -4.728, -2.313], [-1.597, -1.414, -3.285], [-2.600, -2.042, -4.005], [-2.968, -1.543, -5.245], [-2.370, -0.398, -5.744], [-1.382, 0.241, -5.015], [-0.993, -0.275, -3.796], [-2.752, -2.060, -0.945], [-3.556, -0.943, -1.143], [-4.851, -0.892, -0.665], [-5.380, -1.973, 0.025], [-4.582, -3.081, 0.252], [-3.280, -3.117, -0.218], [0.408, -3.327, 0.418], [1.069, -5.699, 0.798], [0.396, -7.428, -0.830], [-0.911, -6.803, -2.824], [-1.524, -4.443, -3.204], [-3.110, -2.906, -3.600], [-3.726, -2.053, -5.824], [-2.686, 0.000, -6.698], [-0.903, 1.132, -5.396], [-0.210, 0.187, -3.217], [-3.148, -0.095, -1.680], [-5.454, -0.010, -0.841], [-6.403, -1.951, 0.382], [-4.976, -3.931, 0.794], [-2.668, -3.986, -0.019], [3.150, -5.056, -5.377], [2.728, -4.172, -4.762], [2.370, -3.122, -4.123], [1.453, -2.733, -3.388], [0.695, -2.173, -2.689]],
  "mulliken_charge": [-1.13, -1.79, 0.51, -1.00, -1.03, 1.25, -0.82, 0.13, -0.36, -1.25, 0.62, 1.19, -0.52, -0.50, -0.18, 0.19, -0.84, 0.02, -0.81, -0.31, 0.43, 0.38, 0.51, 0.12, 0.33, 0.38, 0.44, 0.32, 0.51, 0.62, 0.67, -0.94, -0.65, -0.39, 0.04, -0.63, -0.73, 1.58, -0.87, 0.19, -0.65, -0.49, -0.82, 0.50, 0.77, 0.41, 0.39, 0.46, 1.28, 0.56, 0.51, 0.36, 0.43, 0.68, -0.35, 2.29, -0.18, -0.37, -0.62, -0.56, -0.75, -0.24, -0.02, -0.38, -0.93, -0.71, -0.76, 0.62, 0.37, -0.31, -0.74, -0.70, -0.64, -0.74, 0.27, 0.40, 0.33, 0.40, 0.31, 0.40, 0.40, 0.39, 0.53, -0.22, 0.56, 0.44, 0.36, 0.40, 0.32, -0.68, 0.48, -0.74, 0.80, -0.48]
}